[1]
Here is a 2-piece molecular cluster, C12H19N4O4 overall in a non-equilibrium geometry from the Open Molecules 2025 dataset. Energies are from ωB97M-V with the def2-TZVPD basis set.

Structure (XYZ):
```
39
Properties=species:S:1:pos:R:3:forces:R:3:nbo_charge:R:1
N -2.99615 -3.46435 1.13379 -0.8 0.0 -0.4 -0.87
C -2.96850 -4.85576 0.57022 0.3 -0.6 0.5 -0.22
C -1.63632 -5.65478 0.98901 -0.1 0.4 -1.7 -0.42
C -0.39391 -4.69551 0.75547 -0.2 0.5 0.8 -0.39
C -0.00835 -3.82104 2.05585 0.3 0.6 -0.7 -0.45
C 0.45091 -2.39580 1.48999 -1.0 -2.1 1.9 0.22
C -0.23879 -1.21392 2.07758 2.2 2.5 -2.6 -0.12
C 0.14996 0.11638 1.51975 0.7 -4.4 -0.1 -0.18
C 1.17674 -0.04115 0.45518 -1.1 1.3 1.2 0.39
N 1.64050 1.16820 -0.23135 -0.7 -2.6 -1.8 -0.55
C 1.34913 1.05408 -1.47260 -1.3 0.7 0.9 0.89
O 0.88133 1.04928 -2.53489 1.4 -0.2 1.3 -0.38
N 1.69653 -1.24746 0.10310 0.6 1.8 -0.8 -0.27
N 1.41888 -2.46900 0.54157 -2.5 1.9 2.3 -0.14
H -2.72795 -2.78269 0.40664 -0.1 -0.6 0.4 0.35
H -3.99617 -3.26260 1.28613 0.7 0.1 0.1 0.37
H -3.84585 -5.42898 1.01726 1.0 0.8 -0.9 0.21
H -3.05961 -4.76647 -0.55916 0.1 -0.7 1.3 0.19
H -1.69953 -6.10791 2.01821 0.1 0.6 -1.0 0.22
H -1.54694 -6.48903 0.21564 -0.1 0.8 1.2 0.23
H 0.55133 -5.20992 0.42182 -1.2 0.4 0.2 0.23
H -0.70160 -3.93282 -0.03638 0.5 -1.2 0.8 0.19
H -0.88582 -3.71416 2.77118 1.1 0.0 -1.1 0.25
H 0.85843 -4.27647 2.63176 -1.0 0.5 -0.8 0.25
H -1.00175 -1.34072 2.88801 0.9 0.1 -1.0 0.28
H -0.26846 1.09912 1.85015 0.6 -1.0 -0.6 0.29
H 2.43130 -1.23029 -0.62769 -0.5 0.0 0.6 0.44
C 1.13579 8.44999 -1.45544 -0.1 0.5 0.2 -0.26
O 1.52258 7.37386 -2.31188 0.0 -0.5 0.0 -0.48
C 1.28084 6.15887 -1.81143 0.0 0.4 -0.1 0.98
O 0.78334 5.91733 -0.74001 0.1 -0.1 -0.3 -0.64
O 1.68937 5.24859 -2.71166 0.0 0.0 0.1 -0.49
C 1.48947 3.90187 -2.30449 0.0 -0.1 -0.1 -0.27
H 1.37908 9.38163 -1.96440 0.1 -0.2 -0.2 0.20
H 0.06079 8.42706 -1.26992 0.1 -0.1 0.1 0.19
H 1.69020 8.41314 -0.51643 -0.1 -0.1 0.0 0.19
H 0.42709 3.69943 -2.15194 0.1 0.1 0.1 0.19
H 2.05917 3.68612 -1.39624 -0.1 0.1 0.1 0.19
H 1.85291 3.25588 -3.10239 0.0 0.4 -0.1 0.20
```
Forces are in eV/Å.

Computed properties:
Largest force on an atom   4.47 eV/A
Charge   +1
LUMO   -5.228 eV
E   -26892.908 eV
Molar mass   283.3 Da
Spin multiplicity   1
Kohn-Sham gap   7.23 eV

---

[2]
Here is one molecule with the formula C12H19N5O3S in a non-equilibrium geometry from the Open Molecules 2025 dataset. Energies are from ωB97M-V with the def2-TZVPD basis set.

Structure (XYZ):
```
40
Properties=species:S:1:pos:R:3:forces:R:3:nbo_charge:R:1
C 3.63161 0.58057 -0.05444 -3.7 2.3 -2.5 -0.39
N 2.33627 -0.15664 0.06641 -1.1 0.8 1.0 -0.63
C 2.09857 -1.44145 -0.34165 2.9 -0.2 -1.7 0.66
O 2.96944 -2.08530 -0.97353 -1.4 1.1 1.3 -0.65
C 0.82336 -2.15272 0.06981 -0.1 0.2 0.0 -0.14
C 0.43848 -3.34715 -0.82121 0.6 0.4 1.0 -0.50
S -0.38816 -2.86143 -2.38219 0.8 -1.6 0.2 -0.06
N -0.30057 -1.25268 0.27203 -0.2 -0.7 -1.7 -0.60
C -0.50859 -0.47548 1.30437 -0.1 0.0 1.2 0.68
O 0.20118 -0.38424 2.28137 1.3 -0.6 1.0 -0.66
C -1.73523 0.37157 1.34768 -0.6 -0.6 -2.8 -0.13
C -1.27155 1.70141 1.76942 -0.7 1.4 -0.8 -0.43
C -0.13885 2.20572 0.91212 -0.6 0.2 -1.2 0.07
C 0.99710 2.66620 1.44007 1.3 0.3 1.0 -0.10
N 1.78598 3.03183 0.40295 1.5 1.0 -1.6 -0.52
C 1.17205 2.78617 -0.77187 -3.4 -0.6 2.1 0.17
N -0.08289 2.31040 -0.52653 1.5 0.0 1.3 -0.50
N -2.46565 0.40907 0.07518 2.0 2.5 1.3 -0.62
C -3.19564 -0.58588 -0.39282 -0.9 -1.5 1.2 0.63
C -3.75707 -0.37671 -1.70754 0.0 0.9 -4.5 -0.71
O -3.41434 -1.59651 0.27490 0.2 0.3 -0.3 -0.63
H 4.48281 0.13453 0.21396 2.9 -2.9 1.1 0.21
H 3.78651 0.83015 -1.19396 -0.3 0.2 2.2 0.20
H 3.61093 1.45119 0.66941 -0.3 -0.8 -1.4 0.20
H 1.51866 0.40675 0.45860 1.8 -1.3 -0.6 0.43
H 1.13986 -2.60010 1.01471 -0.4 0.2 0.3 0.25
H -0.23912 -3.93953 -0.21413 -0.4 0.0 -0.1 0.22
H 1.34384 -3.97530 -0.95365 -0.5 0.7 -0.4 0.26
H -0.22092 -4.18431 -2.72432 -0.5 1.0 -0.4 0.15
H -0.98399 -1.10945 -0.47177 0.6 -0.5 0.1 0.42
H -2.30830 -0.09430 2.07483 -1.5 -0.7 1.4 0.24
H -1.08279 1.53752 2.80807 1.2 0.5 0.6 0.26
H -2.06344 2.44822 1.77543 -0.4 -0.1 -0.3 0.23
H 1.38550 2.64787 2.45221 -0.3 0.1 -0.2 0.23
H 2.64228 3.57635 0.37700 -0.2 -0.4 0.7 0.42
H 1.59731 3.07582 -1.69882 0.1 0.0 -0.7 0.21
H -2.19718 1.25920 -0.42860 -0.5 -0.8 -0.5 0.43
H -4.38548 0.54318 -1.78002 0.0 -0.9 0.4 0.24
H -2.94722 -0.06486 -2.51089 -1.1 -0.9 1.6 0.23
H -4.27470 -1.28967 -2.11261 0.4 1.1 0.6 0.25
```
Forces are in eV/Å.

Computed properties:
Largest force on an atom   5.03 eV/A
Charge   0
LUMO   0.437 eV
E   -37180.435 eV
SMILES   CNC(=O)[C@H](CS)NC(=O)[C@@H](Cc1c[nH]cn1)NC(C)=O
Molar mass   313.4 Da
Spin multiplicity   1
Kohn-Sham gap   9.54 eV

---

[3]
Here is C12H19N9O4S2Sr as an isolated structure from the Open Molecules 2025 dataset. Energies are from ωB97M-V with the def2-TZVPD basis set.

Structure (XYZ):
```
47
Properties=species:S:1:pos:R:3:forces:R:3:nbo_charge:R:1
Sr 0.01414 0.02303 0.54521 -0.5 -0.7 0.1 1.80
N -1.19840 3.46222 0.09894 0.0 -0.1 0.0 -0.76
C -2.32436 2.76478 0.00270 0.0 0.0 0.0 0.61
N -3.46229 3.45833 -0.12482 0.0 0.1 0.0 -0.58
C -4.56118 2.73121 -0.23316 0.0 0.0 0.0 0.60
N -5.73300 3.37899 -0.36441 0.0 -0.1 0.0 -0.77
N -4.61493 1.38419 -0.23139 0.0 -0.1 0.0 -0.58
C -3.44175 0.79499 -0.10367 0.0 0.1 0.0 0.45
N -2.26387 1.40154 0.02652 0.1 0.1 0.0 -0.66
C -3.46347 -0.70258 -0.12693 0.0 -0.1 0.0 0.15
C -4.66838 -1.37127 -0.29106 0.0 0.0 0.0 -0.21
C -4.66623 -2.75438 -0.32870 0.0 0.0 0.0 -0.16
C -3.46250 -3.42488 -0.20646 0.0 -0.1 0.0 -0.24
C -2.30490 -2.68167 -0.04554 0.0 0.1 0.0 0.04
N -2.29981 -1.34784 -0.00143 0.1 0.0 0.0 -0.50
H -1.28522 4.46300 0.10674 0.0 0.0 0.0 0.41
H -0.28720 3.04140 0.31117 0.0 0.0 0.0 0.46
H -5.74695 4.38131 -0.33673 0.0 0.0 0.0 0.41
H -6.58185 2.84788 -0.40972 0.0 0.0 0.0 0.41
H -5.57652 -0.79665 -0.38744 0.0 0.0 0.0 0.25
H -5.59265 -3.29903 -0.45545 0.0 0.0 0.0 0.22
H -3.41077 -4.50445 -0.23405 0.0 0.0 0.0 0.23
H -1.34025 -3.16628 0.04400 0.0 0.0 0.0 0.23
O 2.52744 0.59725 1.92475 -0.1 -0.1 -0.1 -1.12
S 2.38207 1.52786 0.75796 0.3 0.1 0.2 2.56
O 3.49287 2.42453 0.60881 0.0 0.0 -0.1 -0.98
O 2.13350 0.65752 -0.44400 0.3 0.1 -0.1 -1.15
O 1.06162 2.22559 0.98480 0.0 0.2 0.1 -1.16
S 1.22580 -2.81174 0.57552 0.0 0.1 0.0 -0.50
C 2.80816 -2.43378 0.01345 0.0 -0.1 0.0 0.38
N 3.62555 -1.64716 0.68987 -0.1 0.2 0.1 -0.59
C 4.87004 -1.11722 0.12841 0.0 0.0 0.0 -0.23
C 4.84438 -1.19978 -1.38592 0.0 0.0 0.0 -0.43
C 4.47792 -2.61535 -1.79491 0.0 0.0 0.0 -0.22
N 3.23917 -2.99835 -1.12486 0.0 0.1 0.0 -0.59
H 3.18831 -1.02886 1.38525 0.0 -0.1 -0.1 0.47
H 5.71796 -1.67607 0.53234 0.0 0.0 0.0 0.19
H 4.95093 -0.08138 0.45655 0.0 0.0 0.0 0.25
H 5.82310 -0.93815 -1.78728 0.0 0.0 0.0 0.22
H 4.10266 -0.48979 -1.75606 0.0 0.0 0.0 0.24
H 5.27855 -3.30983 -1.52554 0.0 0.0 0.0 0.19
H 4.31891 -2.68853 -2.87016 0.0 0.0 0.0 0.21
H 2.56067 -3.56131 -1.60644 0.0 0.0 0.0 0.42
N -0.09902 -0.02609 3.23318 0.1 0.1 -0.1 -1.15
H 0.87297 0.29013 3.16232 0.0 0.0 0.1 0.42
H -0.10058 -0.87230 3.78975 0.0 0.0 0.0 0.38
H -0.60066 0.68267 3.75570 0.0 0.0 0.0 0.37
```
Forces are in eV/Å.

Computed properties:
Largest force on an atom   0.84 eV/A
Charge   0
LUMO   -0.446 eV
E   -56867.590 eV
Molar mass   505.1 Da
Spin multiplicity   1
Kohn-Sham gap   8.00 eV

---

[4]
Here is a 2-piece molecular cluster, C12H19NO overall in a non-equilibrium geometry from the Open Molecules 2025 dataset. Energies are from ωB97M-V with the def2-TZVPD basis set.

Structure (XYZ):
```
33
Properties=species:S:1:pos:R:3:forces:R:3:nbo_charge:R:1
C -0.35734 2.42681 -0.89666 0.5 -0.5 -0.6 -0.62
C -0.73190 1.05303 -1.47448 -0.1 0.7 0.5 -0.20
N -1.70561 0.34619 -0.64345 -0.7 0.2 0.2 -0.44
C -1.80866 0.67360 0.76735 -0.7 -0.2 -0.3 -0.44
C -2.63028 -0.47618 -1.19604 0.3 0.4 -0.7 0.68
C -2.39077 -0.96495 -2.61502 0.7 -1.0 0.3 -0.73
O -3.63305 -0.84959 -0.61893 -0.1 -0.2 0.4 -0.64
H -1.27384 3.00592 -0.85245 0.1 0.3 0.6 0.21
H 0.30445 2.93409 -1.60359 -0.1 -0.1 -0.2 0.21
H 0.23190 2.36783 0.01630 -0.5 0.1 0.3 0.22
H -1.24404 1.32987 -2.39446 0.4 -0.6 -0.4 0.20
H 0.16169 0.44520 -1.61552 0.0 0.0 -0.3 0.19
H -2.24266 1.64728 0.99881 1.0 0.5 -0.2 0.20
H -2.51972 0.08302 1.30063 -0.7 -1.1 -0.4 0.24
H -0.87910 0.35214 1.16471 0.8 1.0 0.8 0.22
H -2.54845 -0.24706 -3.40184 -0.9 0.3 -0.2 0.23
H -1.38393 -1.31084 -2.88125 0.2 0.1 0.7 0.22
H -3.01178 -1.85775 -2.61149 -0.3 0.2 -0.8 0.25
C 1.11351 -2.74067 0.60238 0.3 -0.1 0.0 -0.63
C 1.52917 -1.36358 1.00539 0.5 0.5 -0.4 -0.01
C 2.59724 -0.71687 0.35786 -0.2 0.3 -0.5 -0.22
C 3.05293 0.52769 0.73949 0.0 -0.8 0.5 -0.21
C 2.58046 1.10357 1.93034 1.2 0.0 -0.8 -0.23
C 1.50420 0.53043 2.54615 -0.1 -0.9 -0.2 -0.20
C 0.94341 -0.65607 2.02884 -0.1 0.8 0.3 -0.23
H 1.93453 -3.41944 0.84718 0.0 -0.1 -0.2 0.22
H 0.91215 -2.80415 -0.46555 0.0 -0.1 0.0 0.22
H 0.26491 -3.09800 1.16668 -0.4 0.0 0.0 0.22
H 3.07762 -1.10161 -0.53693 -0.2 -0.5 0.1 0.21
H 3.88294 0.89379 0.15009 0.0 0.5 0.3 0.21
H 3.20472 1.89332 2.32365 -0.6 0.4 0.3 0.22
H 1.10839 0.88198 3.47647 -0.2 0.5 0.2 0.21
H -0.04310 -0.88899 2.38537 0.0 -0.9 0.5 0.21
```
Forces are in eV/Å.

Computed properties:
Largest force on an atom   1.55 eV/A
Charge   0
LUMO   0.793 eV
E   -16289.149 eV
SMILES   CCN(C)C(C)=O.Cc1ccccc1
Molar mass   193.3 Da
Spin multiplicity   1
Kohn-Sham gap   9.77 eV

---

[5]
Here is a 2-piece molecular cluster, C12H19NO overall in a non-equilibrium geometry from the Open Molecules 2025 dataset. Energies are from ωB97M-V with the def2-TZVPD basis set.

Structure (XYZ):
```
33
Properties=species:S:1:pos:R:3:forces:R:3:nbo_charge:R:1
C 2.53184 0.25687 -0.63330 2.2 -1.2 -3.1 -0.63
C 0.76155 -1.90792 -3.23524 -1.0 0.7 1.9 -0.20
C 1.57702 -1.60791 -2.18306 1.8 1.4 1.1 -0.21
C -0.30823 -1.07706 -3.57799 0.1 -0.4 -1.9 -0.23
C 1.44045 -0.30250 -1.50881 1.3 -1.7 -1.1 -0.03
C -0.44501 0.16056 -2.97660 -2.4 1.5 0.7 -0.21
C 0.39752 0.49503 -1.81364 -2.7 1.9 -1.7 -0.25
H 0.62446 -2.83735 -3.68287 1.0 -1.7 -0.6 0.22
H 2.46682 -2.24832 -1.89192 -1.3 0.8 -0.4 0.23
H -0.82393 -1.62159 -4.47054 0.0 2.2 1.6 0.25
H -1.36316 0.87965 -3.32391 2.5 -1.8 1.0 0.23
H 2.47795 1.33221 -0.54302 0.2 0.1 0.0 0.23
H 3.59515 -0.12064 -1.08104 -2.5 1.2 1.2 0.25
H 0.21402 1.48549 -1.18797 0.9 -2.1 -2.1 0.19
H 2.41297 -0.21837 0.26347 0.3 -0.9 2.9 0.20
C -0.91861 -0.42322 1.27416 1.3 -1.0 -1.6 -0.27
C -1.96720 -0.87235 0.02239 1.0 -0.9 6.4 -0.55
C -1.13191 2.04029 0.92422 -0.7 3.0 -1.4 -0.52
C -0.04049 0.06542 4.12760 -4.0 0.1 -2.8 -0.69
C -0.04792 1.20598 2.86328 1.3 -3.0 6.9 0.67
O 0.57367 2.18050 3.11843 0.1 1.7 -1.5 -0.41
N -0.76062 0.90231 1.74502 -1.9 2.1 -2.2 -0.16
H -0.75025 -1.13534 2.10398 -1.2 0.3 -0.1 0.28
H 0.20418 -0.58655 0.93248 -1.5 0.2 -0.6 0.31
H -3.01805 -0.95521 0.47764 1.7 -0.8 -0.7 0.25
H -1.31171 -1.68860 -0.24768 -1.1 -0.8 -0.7 0.25
H -0.75899 3.12920 1.22093 0.9 -2.8 -0.2 0.31
H -1.12387 -0.32464 4.28616 1.5 0.4 -0.8 0.23
H -2.01837 -0.15864 -0.66969 0.2 2.8 -2.9 0.22
H -0.96322 1.76720 -0.16506 -0.3 0.5 1.6 0.27
H -2.16257 2.54557 0.93887 0.2 -2.1 0.4 0.31
H 0.52508 -0.76481 3.76950 0.8 -0.6 0.3 0.23
H 0.11143 0.40476 5.12422 1.3 1.0 0.2 0.27
```
Forces are in eV/Å.

Computed properties:
Largest force on an atom   7.63 eV/A
Charge   +1
LUMO (spin up / spin down)   -2.827 / -7.842 eV
⟨S²⟩   0.7607
E   -16276.619 eV
Molar mass   193.3 Da
Spin multiplicity   2
Kohn-Sham gap (spin up / spin down)   9.30 / 4.26 eV

---

[6]
Here is a 2-piece molecular cluster, C12H19NO4 overall in a non-equilibrium geometry from the Open Molecules 2025 dataset. Energies are from ωB97M-V with the def2-TZVPD basis set.

Structure (XYZ):
```
36
Properties=species:S:1:pos:R:3:forces:R:3:nbo_charge:R:1
O -3.87994 -0.00029 1.47479 5.5 -0.8 -3.9 -0.71
C -2.95310 -0.19463 0.51305 -6.5 0.1 -2.2 0.68
O -3.43364 -0.38639 -0.86566 3.9 1.1 6.3 -0.83
C -1.36014 -0.19174 0.89892 -0.8 1.4 -0.1 -0.17
O -1.16587 -1.11715 2.02560 0.0 -2.8 -2.4 -0.53
C -1.30223 -2.52642 1.62587 -0.5 -3.2 -0.1 0.32
C -1.00051 -3.10835 0.11318 -0.8 -2.3 2.2 -0.29
C -1.13823 -4.70989 -0.21413 -0.8 1.8 4.8 -0.23
C -1.57739 -5.71471 1.00781 0.1 3.1 0.4 -0.26
C -1.92871 -5.20684 2.53908 1.6 3.4 -3.6 -0.24
C -1.78153 -3.57597 2.83683 0.6 -1.8 -3.0 -0.25
H -0.62868 -0.34468 -0.00307 -1.5 -0.1 1.7 0.18
H -1.12526 0.89865 1.32470 -0.5 -2.4 -0.6 0.18
H -0.67689 -2.39996 -0.78334 -1.0 -1.6 2.3 0.24
H -0.88879 -5.11554 -1.28457 -0.6 0.9 2.4 0.23
H -1.66447 -6.85655 0.76066 0.2 2.5 0.6 0.22
H -2.25699 -5.97971 3.38157 0.8 2.0 -2.1 0.24
H -2.02653 -3.18025 3.93604 0.7 -0.8 -2.9 0.24
C 2.67397 3.94983 -1.62126 0.1 0.3 -0.3 -0.64
C 1.19273 3.65246 -1.43481 0.7 0.3 0.5 -0.07
C 0.88849 2.86352 -0.15262 -0.8 -0.8 -0.3 -0.09
O 1.26128 1.48977 -0.32353 0.1 1.1 0.3 -0.55
C 2.55312 1.16671 0.19064 0.2 -0.5 -0.1 -0.25
N 0.73988 2.81122 -2.58793 -0.4 -0.6 -0.3 -0.68
H 3.25188 3.05662 -1.87409 -0.1 0.0 0.2 0.22
H 2.81766 4.66634 -2.43713 0.0 0.0 0.1 0.23
H 3.09973 4.38995 -0.71482 -0.1 -0.1 -0.2 0.25
H 0.61731 4.58080 -1.46469 0.0 -0.1 0.1 0.23
H -0.19607 2.86552 0.00665 0.1 -0.1 0.0 0.22
H 1.34146 3.31567 0.73715 0.1 0.0 -0.3 0.21
H 2.85904 1.82636 1.00979 -0.1 -0.1 -0.1 0.18
H 3.28377 1.21455 -0.61972 0.2 0.0 0.1 0.16
H 2.52480 0.13736 0.55722 -0.1 0.2 0.0 0.22
H 1.09641 3.12978 -3.49695 -0.1 0.0 0.3 0.44
H -0.28452 2.75279 -2.63729 0.1 0.0 0.0 0.46
H 1.06795 1.84118 -2.42394 -0.1 0.2 0.2 0.46
```
Forces are in eV/Å.

Computed properties:
Largest force on an atom   7.44 eV/A
Charge   0
LUMO   -1.396 eV
E   -22418.538 eV
Molar mass   241.3 Da
Spin multiplicity   1
Kohn-Sham gap   4.86 eV

---

Q: Among the records above, which one has the highest molar mass?
A: C12H19N9O4S2Sr

---

Q: What is the formula in the sixth record?
A: C12H19NO4